1.
The following is a quantum chemistry calculation of a 24-piece molecular cluster, C24H96N48O24 overall at a distorted geometry, from OMol25.

- HOMO-LUMO gap (eV) = 8.7417
- HOMO (eV) = -8.650

Atoms and positions in Å:
C -4.28762 -1.53766 5.24750
O -3.76473 -0.50329 4.80556
N -5.62353 -1.99836 5.02720
N -3.60308 -2.40067 6.07675
H -6.15972 -1.28447 4.47430
H -6.16291 -2.38573 5.79669
H -3.95129 -3.22723 6.48238
H -2.60698 -2.33378 6.31649
C 3.84592 -2.26645 2.30502
O 3.26482 -1.63546 3.18489
N 4.76115 -3.36214 2.74937
N 3.95687 -1.91938 0.94630
H 4.45819 -3.88808 3.52095
H 5.13219 -3.88170 1.97191
H 3.39792 -1.22665 0.47991
H 4.72074 -2.35306 0.47668
C 2.52660 2.06824 5.94417
O 1.36768 2.19190 6.47458
N 3.32902 1.10383 6.47700
N 3.05852 2.69101 4.91319
H 2.88632 0.70168 7.31692
H 3.74871 0.42560 5.85887
H 3.96923 2.45398 4.53725
H 2.48614 3.28889 4.29325
C -0.11973 -3.67601 2.50289
O 0.89529 -3.90863 3.20955
N -0.12739 -3.78676 1.06294
N -1.31999 -3.18909 2.90962
H 0.48363 -4.44474 0.61565
H -1.08462 -3.85983 0.69691
H -1.88117 -2.69530 2.25842
H -1.35778 -2.84860 3.88358
C -4.01830 -0.27563 -5.16113
O -3.95226 0.07347 -4.01435
N -3.46381 -1.56831 -5.51860
N -4.51595 0.53330 -6.12739
H -3.62889 -1.73843 -6.49487
H -3.66778 -2.27309 -4.80075
H -4.61746 0.08218 -7.01677
H -5.10505 1.32228 -5.90480
C -5.79552 2.57789 -0.03334
O -5.79951 2.01853 1.08964
N -6.87561 3.48106 -0.48665
N -4.87372 2.11141 -1.02743
H -6.67797 4.10833 -1.28576
H -7.40171 3.96115 0.24357
H -4.76076 2.60669 -1.88358
H -4.05794 1.61916 -0.72073
C 2.24630 5.39220 -1.64782
O 1.93116 6.22141 -2.42317
N 1.60659 4.17193 -1.36692
N 3.48694 5.49977 -0.94721
H 0.64636 4.25343 -1.60395
H 1.99526 3.55099 -0.68331
H 3.48626 5.31668 0.07321
H 4.05300 6.34726 -1.12378
C 4.60562 1.93596 -1.90236
O 5.12350 2.02472 -0.80256
N 4.85067 2.90511 -2.92143
N 3.61886 1.00655 -2.20308
H 5.29290 3.78581 -2.62856
H 4.12861 3.01393 -3.62995
H 3.20613 0.34490 -1.53660
H 3.67545 0.75652 -3.20424
C 2.85210 3.46383 1.67001
O 3.64594 4.37455 1.89074
N 1.38692 3.71271 1.80323
N 3.18679 2.24871 1.25953
H 0.98859 2.82752 2.06358
H 1.21594 4.37022 2.53420
H 4.14431 2.14642 0.89538
H 2.46234 1.55449 1.06466
C 6.70389 0.70076 3.63230
O 5.77427 1.48082 3.91419
N 8.01475 1.12610 3.68295
N 6.48389 -0.59157 3.04062
H 8.74998 0.57798 3.30133
H 8.17245 2.10063 3.85225
H 7.26472 -1.17239 2.78396
H 5.53405 -0.95362 3.08030
C -0.38579 5.11645 5.09208
O 0.40203 5.04886 4.17249
N -1.69374 5.64041 5.00017
N -0.07628 4.77532 6.44813
H -2.34993 5.24419 5.64332
H -2.09401 5.90151 4.09275
H -0.91130 4.71267 6.99936
H 0.53305 3.99697 6.70062
C -4.62395 3.82405 -5.20432
O -5.60150 3.15300 -5.43257
N -4.54799 5.20885 -5.45719
N -3.52163 3.33386 -4.45846
H -5.13490 5.54925 -6.20619
H -3.67819 5.68120 -5.40780
H -3.02569 4.01501 -3.85902
H -3.49593 2.37515 -4.15076
C -0.39309 -3.94903 -2.43166
O 0.74028 -4.09990 -2.01767
N -1.26373 -5.08644 -2.24105
N -1.01163 -2.85468 -3.03735
H -2.12969 -5.11224 -2.72902
H -0.82387 -5.97726 -2.13580
H -0.45506 -2.06386 -3.34043
H -1.85918 -3.10910 -3.52684
C -4.56501 -4.49606 -3.34448
O -3.60090 -4.08093 -4.02513
N -4.48954 -4.89217 -1.98352
N -5.84221 -4.60145 -3.88211
H -3.66793 -5.14961 -1.48582
H -5.32887 -5.29315 -1.53373
H -6.03414 -4.24158 -4.81183
H -6.56447 -5.24075 -3.64665
C -0.08461 -1.39689 5.83281
O -1.01264 -2.18011 5.70512
N 0.96961 -1.40140 4.98792
N -0.01512 -0.41984 6.88022
H 1.69214 -0.85754 5.40896
H 1.20852 -2.24879 4.47550
H -0.86681 -0.20334 7.40048
H 0.69184 0.34374 6.93841
C 6.23685 -1.69619 -0.85232
O 6.55668 -2.68427 -0.27464
N 5.36125 -1.69649 -1.94372
N 6.57143 -0.36676 -0.51037
H 4.78002 -2.48328 -2.19184
H 5.28535 -0.84546 -2.50101
H 5.90826 0.33490 -0.86152
H 6.68808 -0.24161 0.47913
C -2.03405 1.54925 2.92499
O -1.34646 2.39961 2.28145
N -1.52386 0.95003 4.05574
N -3.22953 0.98617 2.61747
H -2.25218 0.60379 4.68004
H -0.77884 1.44908 4.52297
H -3.83411 1.41210 1.93089
H -3.65897 0.41772 3.37096
C 0.08019 0.43081 -4.09393
O 0.67904 -0.63853 -3.93114
N -1.20940 0.50781 -4.59762
N 0.55349 1.62471 -3.62024
H -1.61061 -0.40055 -4.86385
H -1.75985 1.12384 -4.07663
H 1.33184 1.65083 -2.96448
H -0.04411 2.44021 -3.67339
C -1.59889 3.62554 -1.04399
O -1.46687 4.07342 -2.21037
N -1.76211 4.31419 0.15341
N -1.46519 2.22170 -0.81426
H -1.76997 3.77929 1.01862
H -1.77748 5.32293 0.14363
H -1.56297 1.94657 0.17645
H -1.68047 1.47029 -1.45670
C 3.74805 1.11529 -5.98930
O 3.96539 0.36510 -5.02892
N 2.65196 2.06419 -5.98259
N 4.69224 1.32925 -7.01018
H 2.37449 2.35394 -6.91441
H 1.78702 1.78460 -5.52991
H 5.58665 0.85357 -7.01144
H 4.54395 2.12569 -7.60118
C 3.51631 -3.58027 -4.38430
O 3.34493 -4.76450 -4.53649
N 3.18717 -2.91222 -3.11361
N 4.06705 -2.74569 -5.32324
H 2.36444 -3.30209 -2.71325
H 3.11719 -1.91329 -3.25554
H 4.24489 -3.10156 -6.24809
H 3.91379 -1.75226 -5.20936
C -3.45045 -6.34534 0.97434
O -4.15719 -6.46087 -0.01591
N -4.07293 -6.07362 2.20738
N -2.00733 -6.37809 1.03171
H -4.95426 -6.49072 2.46560
H -3.54634 -5.78687 3.04253
H -1.55516 -6.38416 0.15348
H -1.59275 -5.84500 1.77595
C -3.62012 -2.28683 -0.40005
O -2.88954 -3.16907 0.03427
N -3.20153 -1.12628 -1.18429
N -4.92357 -2.23296 -0.05731
H -4.07249 -0.78745 -1.60045
H -2.43936 -1.29789 -1.81659
H -5.35097 -2.92144 0.55797
H -5.59925 -1.50342 -0.20909
C 0.86297 -0.32924 0.51705
O 1.82865 -0.10447 -0.14002
N 0.97794 -0.58737 1.84539
N -0.47070 -0.49274 -0.13962
H 1.88185 -0.75092 2.35756
H 0.20327 -0.77940 2.42438
H -0.88241 -1.30014 0.28369
H -0.38931 -0.47791 -1.15005

Cartesian forces (eV/Å) of the 6 atoms listed first:
C 0.188 -1.561 1.969
O -1.500 -1.569 0.340
N 0.298 2.381 -1.492
N 0.382 1.134 -0.222
H 0.655 -1.110 0.937
H 0.560 0.166 -0.154

Löwdin atomic charge list, values in e, 99 entries: -0.550 -0.021 0.114 0.157 0.116 0.089 0.082 0.058 -0.530 -0.029 0.148 0.214 0.065 0.074 0.063 0.033 -0.626 -0.080 0.143 0.230 0.110 0.094 0.080 0.109 -0.599 -0.014 0.144 0.179 0.082 0.030 0.069 0.078 -0.650 0.003 0.145 0.189 0.080 0.054 0.096 0.066 -0.513 -0.031 0.112 0.160 0.091 0.086 0.063 0.050 -0.654 0.060 0.183 0.121 0.035 0.055 0.057 0.100 -0.603 -0.014 0.153 0.159 0.102 0.074 0.071 0.048 -0.659 0.000 0.148 0.200 0.041 0.019 0.097 0.073 -0.571 -0.012 0.150 0.157 0.084 0.103 0.089 0.050 -0.583 0.029 0.127 0.138 0.072 0.105 0.065 0.051 -0.609 0.020 0.144 0.152 0.099 0.080 0.076 0.040 -0.555 0.022 0.148

---

2.
The following is a quantum chemistry calculation of a 14-piece molecular cluster, C6H41NO14 overall at a distorted geometry, from OMol25.

- HOMO-LUMO gap (eV) = 9.5296
- HOMO (eV) = -9.485

Atoms and positions in Å:
C 0.07756 0.70696 0.12736
C 0.70930 -0.17014 -0.91965
C 2.25973 -0.34986 -0.81230
C 2.83193 -0.64648 -2.08620
C 2.94726 -1.19837 0.27924
N 0.17061 -1.67570 -0.78366
C -1.15944 -1.88102 -1.35551
O -2.12542 -1.29064 -0.58390
H 0.20261 1.80206 -0.11685
H -0.95862 0.39813 0.28255
H 0.51820 0.48290 1.12864
H 0.47375 0.21368 -1.88304
H 2.49252 0.81019 -0.58674
H 2.51782 -0.02563 -2.82859
H 3.94999 -0.70457 -2.06384
H 2.48165 -1.60055 -2.43735
H 3.06187 -2.22696 -0.03094
H 2.30921 -1.37436 1.19405
H 3.93212 -0.74577 0.54299
H 0.34462 -1.81712 0.16071
H -1.08871 -1.35592 -2.32381
H -1.37106 -2.94074 -1.26508
H -2.33228 -1.71080 0.28209
H -1.07771 4.65796 -1.20813
H -1.38516 3.15997 -1.55133
O -0.90756 3.72090 -0.89870
H 0.77734 3.14979 -1.59623
H 2.13979 3.43501 -1.10211
O 1.73421 3.27592 -1.85794
H 2.26150 -3.28447 2.41051
H 0.77880 -3.18190 1.96584
O 1.60631 -2.75708 2.19510
H 1.30978 1.66306 -4.66785
H 1.56207 1.60860 -3.06752
O 1.13221 1.18845 -3.83421
H 0.91165 2.78244 2.29826
H 0.48347 4.21276 2.55390
O 0.15579 3.33416 2.44908
H -1.12672 -1.81111 4.19751
H -0.95018 -0.84640 3.05833
O -1.58403 -1.55939 3.44847
H 1.93328 -1.34106 3.31649
H 3.33558 -0.84693 3.67569
O 2.44863 -0.55709 3.60091
H -3.36658 0.59132 0.44250
H -3.15957 1.47456 -0.81587
O -3.51096 1.43791 -0.01513
H -0.76666 1.44021 -3.41807
H -1.74579 1.16116 -2.32665
O -1.56379 1.74916 -2.93649
H -1.73330 3.53468 1.12083
H -2.99648 3.86933 1.81270
O -2.16933 3.94228 1.83237
H 0.62372 -3.14709 -2.28992
H 1.93397 -3.08318 -1.68700
O 1.35298 -3.70441 -2.17271
H -2.90599 -0.52354 3.38898
H -3.60977 0.75304 2.67344
O -3.45899 -0.21989 2.61394
H 0.22534 -4.36529 -0.36788
H -0.91207 -3.97254 0.54764
O -0.14332 -4.47673 0.49286

Cartesian forces (eV/Å) of the 6 atoms listed first:
C 0.321 0.403 1.108
C 0.399 -3.874 1.577
C -0.586 4.493 2.650
C 2.667 -2.221 -0.851
C -1.430 0.622 1.271
N 0.750 3.449 -3.401

Löwdin charges in e: -0.041 -0.272 -0.403 -0.103 -0.061 0.009 -0.290 -0.060 0.072 0.058 0.091 0.085 0.166 0.019 0.121 0.069 0.065 0.038 0.100 0.050 0.146 0.111 0.116 0.111 0.030 -0.085 0.030 -0.041 -0.011 -0.005 0.047 -0.009 0.086 0.021 -0.075 0.021 0.034 -0.035 0.016 0.121 -0.048 -0.006 0.011 -0.063 0.018 -0.072 0.014 0.042 -0.073 0.018 -0.026 -0.093 0.033 -0.030 0.019 -0.048 0.016 0.057 -0.109 0.003 -0.005 0.001

---

3.
The following is a quantum chemistry calculation of C25H28NPtSSb2 as an isolated structure at a distorted geometry, from OMol25.

- HOMO-LUMO gap (eV) = 8.1627
- HOMO (eV) = -11.166
- charge = +1

Atoms and positions in Å:
Pt 0.53882 -0.51209 0.86860
S 1.51748 -4.72936 1.93457
C 0.29161 -4.91693 0.72607
C -0.34291 -6.09207 0.33872
C -1.26307 -6.02701 -0.68786
C -1.52030 -4.81010 -1.32686
C -0.88191 -3.64981 -0.93793
C 0.01750 -3.68961 0.12325
N 0.75969 -2.63077 0.65405
C 1.59441 -3.05994 1.57989
C 2.50731 -2.13470 2.22357
C 3.58386 -2.54174 3.00716
C 4.44326 -1.59185 3.52060
C 4.21869 -0.24990 3.24342
C 3.13661 0.14939 2.46917
C 2.24242 -0.78517 1.94068
H -0.10991 -7.03006 0.82417
H -1.76831 -6.92482 -1.01512
H -2.22821 -4.77528 -2.14396
H -1.06622 -2.73315 -1.47457
H 3.75702 -3.59413 3.20109
H 5.29125 -1.89196 4.12013
H 4.89667 0.49648 3.63792
H 3.01053 1.20754 2.29183
C 2.04889 3.58368 1.86442
Sb 0.75929 2.08841 1.08298
C 1.64036 2.13726 -0.86418
C -0.98586 3.33237 0.79037
C -1.27945 3.56842 -0.65721
C -0.66162 4.62349 -1.32386
C -0.88793 4.85697 -2.67012
C -1.75307 4.02815 -3.37047
C -2.37553 2.97818 -2.71486
C -2.15445 2.73344 -1.36108
C -2.85884 1.59387 -0.68589
Sb -1.68487 -0.19825 -0.50565
C -1.42713 -0.50261 -2.59862
C -3.32577 -1.44138 0.02188
H 2.06954 4.34375 1.08610
H 3.04870 3.19484 2.03926
H 1.64983 3.98879 2.79096
H 1.42869 3.07673 -1.37253
H 1.26859 1.30603 -1.45872
H 2.71728 2.02127 -0.73878
H -0.72974 4.26116 1.30047
H -1.80675 2.86575 1.32827
H 0.00125 5.28017 -0.77013
H -0.39861 5.68343 -3.16742
H -1.95101 4.20544 -4.41889
H -3.07119 2.34687 -3.25614
H -3.71786 1.26815 -1.27337
H -3.20964 1.83892 0.31580
H -2.32277 -0.95151 -3.02642
H -0.56452 -1.13528 -2.79427
H -1.25708 0.47286 -3.05359
H -3.92887 -1.64025 -0.86283
H -3.92736 -0.91268 0.75999
H -2.97881 -2.37947 0.44593

Cartesian forces (eV/Å) of the 6 atoms listed first:
Pt 0.241 0.550 0.400
S 0.034 -0.088 -0.042
C 0.014 -0.144 0.041
C -0.024 -0.018 -0.051
C 0.054 0.034 0.011
C 0.005 -0.003 0.040

Löwdin charges in e: 0.544 1.184 -0.446 -0.069 -0.062 -0.057 -0.046 -0.286 -0.062 -0.536 -0.270 -0.037 -0.065 -0.062 -0.137 -0.277 0.117 0.113 0.114 0.047 0.104 0.113 0.112 0.016 -0.262 1.335 -0.277 -0.289 -0.303 -0.064 -0.067 -0.064 -0.053 -0.286 -0.298 1.281 -0.282 -0.284 0.024 0.009 0.023 0.008 -0.009 0.022 0.068 0.048 0.118 0.110 0.110 0.117 0.074 0.061 0.026 0.008 0.003 0.023 0.016 0.000

---

Electronic energy (eV)
-147137.0689, -37038.7589, -55021.4637
ΔE to the lowest compared entry with this formula, charge and spin (kcal per mole)
114.2, 150.2, 0.0